Molecular formula: C21H35Cl3F6N4O6P2S4Sn
Method: DFT, wB97M-V/def2-TZVPD

The geometry in XYZ format:
```
82
Properties=species:S:1:pos:R:3:mulliken_charge:R:1
Sn -1.80 -0.71 -0.01 0.511
Cl 6.37 -0.36 0.80 -0.084
C 4.88 -0.85 1.61 0.655
Cl 5.22 -1.32 3.28 -0.102
Cl 3.69 0.45 1.56 -0.023
C 4.32 -2.01 0.91 -0.215
N 3.88 -2.93 0.38 -0.347
F -2.07 4.91 2.05 -0.156
C -2.69 3.96 1.39 0.458
F -3.80 3.64 2.08 -0.239
F -3.07 4.34 0.19 -0.143
S -1.66 2.35 1.30 0.898
O -2.45 1.49 2.15 -0.601
O -0.35 2.74 2.05 -0.487
N -1.31 1.78 -0.05 -0.615
S 0.54 5.56 -0.64 0.694
O -0.53 4.71 -0.03 -0.674
O 0.05 6.35 -1.78 -0.739
C 0.58 6.85 0.74 0.503
F -0.61 7.42 0.94 -0.249
F 1.47 7.83 0.47 -0.250
F 0.96 6.28 1.90 -0.253
N -2.95 -1.25 3.02 -0.337
C -1.59 -1.38 3.17 0.466
C -1.04 -1.89 4.35 -0.924
C 0.32 -2.03 4.46 -0.645
C 1.13 -1.65 3.39 -0.629
C 0.52 -1.17 2.25 0.069
N -0.81 -1.06 2.13 0.567
H -3.48 -1.39 3.86 0.300
H -3.23 -0.40 2.54 0.169
H -1.70 -2.14 5.18 0.428
H 0.76 -2.41 5.37 0.416
H 2.21 -1.71 3.44 0.207
H 1.10 -0.87 1.38 0.285
C -1.45 -5.78 1.45 -1.432
C -1.42 -4.25 1.43 -0.232
P -0.94 -3.45 -0.15 0.589
C -1.89 -4.36 -1.43 -0.703
C -3.40 -4.22 -1.24 -1.259
C 0.79 -3.99 -0.39 -0.178
C 1.33 -3.70 -1.79 -1.361
H -1.72 -6.14 2.44 0.442
H -0.48 -6.20 1.20 0.292
H -2.18 -6.17 0.74 0.296
H -0.70 -3.88 2.17 0.116
H -2.39 -3.84 1.72 0.432
H -1.58 -5.41 -1.43 0.487
H -1.59 -3.94 -2.39 0.427
H -3.73 -4.66 -0.29 0.284
H -3.94 -4.73 -2.04 0.412
H -3.71 -3.18 -1.24 0.243
H 0.86 -5.05 -0.17 0.513
H 1.39 -3.46 0.35 -0.113
H 0.82 -4.30 -2.55 0.384
H 2.39 -3.95 -1.83 0.425
H 1.22 -2.65 -2.06 0.185
C 3.89 0.99 -2.04 -1.201
C 2.69 1.89 -2.22 0.770
C 3.05 3.28 -2.68 -1.440
O 2.01 1.98 -0.95 -0.239
P 0.37 1.83 -0.72 1.023
S 1.11 2.54 1.16 -0.092
S 0.42 -0.26 -0.98 0.030
O 0.04 2.56 -2.07 -0.176
C -1.08 2.64 -2.99 0.477
C -1.60 1.27 -3.36 -1.200
C -2.18 3.57 -2.54 -1.202
H 4.42 0.87 -2.99 0.457
H 3.59 0.00 -1.69 0.087
H 4.58 1.42 -1.32 0.276
H 2.00 1.43 -2.94 0.161
H 3.72 3.75 -1.96 0.310
H 2.17 3.91 -2.78 0.274
H 3.56 3.24 -3.65 0.423
H -0.60 3.08 -3.87 0.404
H -2.16 0.83 -2.53 -0.017
H -0.80 0.59 -3.65 0.249
H -2.29 1.37 -4.20 0.591
H -2.80 3.11 -1.77 0.149
H -2.82 3.78 -3.41 0.575
H -1.77 4.51 -2.17 0.149
```

Calculated values
HOMO level	-6.9	eV
LUMO level	-0.0126	Eh
ΔE to the lowest compared entry with this formula, charge and spin	295.5	kJ/mol
frontier orbital gap	0.24222	Ha

Molecular formula: C21H35Cl5O5P2SW
Method: DFT, wB97M-V/def2-TZVPD

The geometry in XYZ format:
```
70
Properties=species:S:1:pos:R:3:mulliken_spin:R:1
W 0.87 -0.78 -0.35 2.007
Cl 2.23 -3.05 2.61 0.004
C 3.25 -2.37 1.39 0.086
C 2.69 -1.67 0.33 -0.107
C 3.57 -1.27 -0.66 -0.037
Cl 2.75 -0.48 -2.05 0.004
C 4.94 -1.43 -0.65 -0.018
Cl 5.91 -0.85 -1.93 -0.004
C 5.48 -2.10 0.45 0.049
Cl 7.16 -2.36 0.54 0.010
C 4.63 -2.58 1.46 -0.027
Cl 5.30 -3.44 2.78 -0.003
C -1.05 0.01 -3.97 -0.021
C -1.38 1.46 -3.62 -0.003
C -0.20 2.39 -3.77 0.000
C -2.60 1.96 -4.37 0.000
O -1.82 1.50 -2.17 0.005
P -1.15 0.96 -0.90 -0.012
O -1.22 -0.57 -0.68 -0.011
O 0.42 1.10 -0.94 0.035
O -1.78 1.67 0.32 -0.007
C -2.30 3.09 0.47 0.000
C -2.36 3.26 1.98 0.000
C -3.68 3.17 -0.13 0.000
C -1.31 4.03 -0.17 0.000
H -0.40 -0.01 -4.85 0.002
H -1.95 -0.55 -4.20 0.000
H -0.55 -0.48 -3.14 0.020
H 0.07 2.45 -4.82 0.000
H 0.67 2.04 -3.21 -0.001
H -0.46 3.39 -3.43 0.000
H -2.39 1.92 -5.44 0.000
H -2.82 2.99 -4.11 0.000
H -3.47 1.34 -4.16 0.000
H -2.99 2.50 2.43 0.000
H -2.78 4.24 2.21 0.000
H -1.36 3.22 2.41 0.000
H -4.34 2.42 0.32 0.000
H -3.68 3.04 -1.21 0.000
H -4.08 4.15 0.10 0.000
H -0.31 3.89 0.24 0.000
H -1.61 5.06 0.01 0.000
H -1.26 3.89 -1.25 0.000
O 0.26 -0.69 1.59 0.030
S 0.28 0.64 2.43 0.022
C -0.83 0.24 3.81 0.004
C 0.00 0.34 5.09 0.000
C 1.40 -0.16 4.74 0.000
C 1.78 0.55 3.44 0.004
H -1.14 -0.79 3.58 -0.002
H -1.69 0.90 3.76 0.000
H -0.46 -0.25 5.88 0.000
H 0.04 1.37 5.43 0.000
H 1.39 -1.24 4.59 0.000
H 2.13 0.06 5.52 0.000
H 2.55 0.07 2.84 -0.001
H 2.06 1.59 3.62 -0.001
C -0.79 -3.29 -2.24 -0.003
P 0.10 -3.16 -0.67 -0.041
C 1.35 -4.46 -0.72 0.011
C -1.07 -3.61 0.63 0.010
H -1.18 -4.30 -2.36 -0.001
H -0.12 -3.07 -3.07 -0.001
H -1.62 -2.58 -2.24 0.003
H 0.86 -5.40 -0.97 0.000
H 1.84 -4.56 0.25 -0.001
H 2.10 -4.24 -1.48 -0.003
H -1.49 -4.60 0.42 0.001
H -1.87 -2.87 0.67 -0.001
H -0.55 -3.63 1.59 -0.003
```

Calculated values
HOMO level (alpha / beta)	-13.8 / -14.5	eV
spin multiplicity	3
expectation value of S²	2.0170
LUMO level (alpha / beta)	-0.2538 / -0.2459	Eh
ΔE to the lowest compared entry with this formula, charge and spin	7.6	kJ/mol
total charge	+2
frontier orbital gap (alpha / beta)	0.25266 / 0.28770	Ha

Molecular formula: C21H35F12O17SV2
Method: DFT, wB97M-V/def2-TZVPD

The geometry in XYZ format:
```
88
Properties=species:S:1:pos:R:3:mulliken_charge:R:1
O 0.93 -3.75 -1.03 -0.556
V 0.10 -3.61 0.34 0.941
O 1.17 -3.17 1.46 -0.375
O -0.72 2.15 2.96 -0.616
V -1.75 2.16 1.78 1.165
O -2.76 0.91 1.94 -0.579
C 1.32 0.41 -1.48 0.351
F 1.20 1.73 -1.98 -0.206
F 1.58 -0.37 -2.53 -0.180
F 2.37 0.26 -0.61 -0.128
S -0.34 -0.16 -0.58 -0.054
O -0.03 -1.46 0.06 1.138
O -0.58 1.02 0.24 0.470
O -1.48 -0.31 -1.55 -0.872
C -1.69 -2.63 2.97 -0.435
O -1.66 -3.09 1.64 0.005
C -2.94 -3.46 1.12 -0.700
C -3.05 -3.30 -0.41 -0.289
O -2.04 -4.04 -1.12 -0.468
C -1.84 -3.58 -2.49 -0.341
H -0.71 -2.96 3.33 -0.105
H -2.41 -3.18 3.57 0.453
H -1.93 -1.58 3.13 0.135
H -3.79 -2.88 1.47 0.427
H -3.11 -4.49 1.42 0.397
H -3.00 -2.28 -0.78 0.077
H -4.03 -3.69 -0.69 0.520
H -1.66 -2.51 -2.49 -0.084
H -2.59 -3.74 -3.27 0.377
H -0.99 -4.06 -2.98 0.268
C 0.82 4.05 0.83 -0.754
O -0.56 3.85 0.83 -0.288
C -1.10 4.46 -0.34 -0.557
C -2.63 4.19 -0.29 -0.579
O -3.01 2.93 0.18 -0.147
C -4.08 2.34 -0.49 -0.387
H 1.09 5.07 0.56 0.367
H 1.38 3.43 0.12 0.215
H 1.17 3.88 1.85 0.259
H -0.64 4.06 -1.24 0.309
H -0.94 5.54 -0.32 0.505
H -3.12 4.45 -1.23 0.472
H -3.14 4.87 0.39 0.492
H -3.70 2.07 -1.48 -0.094
H -4.95 2.97 -0.73 0.402
H -4.49 1.51 0.07 0.266
C -1.04 1.05 -4.48 -0.940
C -1.96 2.00 -3.70 0.719
O -2.45 3.09 -4.47 -0.313
C -3.42 3.01 -5.41 0.348
O -3.99 1.97 -5.68 -0.526
C -3.71 4.30 -6.23 0.840
F -2.98 5.28 -5.68 -0.233
F -3.30 4.01 -7.49 -0.231
F -5.01 4.55 -6.24 -0.223
H -0.02 1.41 -4.57 0.286
H -1.37 0.87 -5.50 0.495
H -1.07 0.09 -3.95 -0.021
H -1.34 2.46 -2.93 -0.276
H -2.81 1.50 -3.22 -0.083
C 3.68 -2.69 0.10 -1.262
C 4.23 -2.27 1.40 0.708
O 4.70 -0.88 1.27 -0.219
C 5.88 -0.55 0.63 0.295
O 6.61 -1.45 0.15 -0.549
C 6.29 0.96 0.61 0.858
F 5.94 1.53 -0.53 -0.243
F 5.65 1.61 1.64 -0.216
F 7.60 0.94 0.61 -0.213
H 4.50 -2.69 -0.62 0.579
H 2.88 -2.05 -0.27 0.119
H 3.38 -3.73 0.02 0.321
H 5.01 -2.97 1.72 0.470
H 3.44 -2.30 2.15 -0.672
C 1.84 0.19 2.92 0.296
C 2.24 -0.34 4.25 -0.594
O 2.66 -1.64 4.33 -0.209
C 1.86 -2.63 4.97 0.371
O 0.66 -2.38 5.35 -0.583
C 2.39 -4.05 4.95 0.902
F 2.38 -4.44 6.20 -0.219
F 1.56 -4.88 4.17 -0.237
F 3.62 -4.08 4.39 -0.224
H 2.37 -0.14 2.02 -0.314
H 1.97 1.27 2.84 0.351
H 0.81 -0.10 2.71 -0.224
H 1.55 -0.14 5.07 0.354
H 3.11 0.30 4.33 0.299
```

Calculated values
HOMO level	-12.6	eV
LUMO level	-0.1735	Eh
total charge	+1
frontier orbital gap	0.28931	Ha

Molecular formula: C21H35F5IN5O10S
Method: DFT, wB97M-V/def2-TZVPD

The geometry in XYZ format:
```
78
Properties=species:S:1:pos:R:3:mulliken_charge:R:1
O 2.76 -3.02 -1.02 -0.566
C 2.17 -1.97 -1.35 0.524
O 2.80 -0.82 -1.94 -0.251
C 1.85 0.21 -2.23 -0.029
O 2.12 1.33 -2.70 -0.459
C 0.40 -0.32 -1.80 0.092
S -1.09 0.73 -2.09 1.397
O -0.67 2.16 -1.78 -0.602
O -1.45 0.73 -3.57 -0.572
C -2.54 0.38 -0.96 0.557
F -2.14 0.10 0.39 -0.172
F -3.26 1.62 -0.86 -0.235
C -3.61 -0.70 -1.51 0.470
F -4.75 0.03 -1.98 -0.240
F -4.11 -1.49 -0.42 -0.211
F -3.17 -1.47 -2.60 -0.165
C 0.59 -1.62 -1.27 0.142
I -0.96 -2.93 -0.52 0.233
C 0.71 -6.98 2.15 -1.492
C 0.90 -5.80 1.23 0.909
O -0.03 -5.31 0.60 -0.598
N 2.15 -5.29 1.12 0.121
C 3.37 -5.73 1.78 -0.880
H -0.34 -7.28 2.14 0.299
H 1.31 -7.83 1.80 0.376
H 0.98 -6.71 3.17 0.389
H 2.21 -4.50 0.49 0.018
H 3.76 -4.90 2.36 0.307
H 4.09 -6.00 1.01 0.248
H 3.20 -6.59 2.43 0.358
C 0.09 3.01 -8.79 -1.201
C -0.91 2.25 -7.96 0.787
O -1.77 1.53 -8.46 -0.658
N -0.84 2.38 -6.60 -0.088
C 0.09 3.18 -5.83 -0.719
H -0.09 2.80 -9.85 0.289
H -0.02 4.08 -8.62 0.335
H 1.10 2.69 -8.54 0.334
H -1.54 1.85 -6.11 0.148
H 0.63 2.51 -5.16 0.172
H -0.49 3.89 -5.24 0.246
H 0.79 3.72 -6.46 0.363
C -2.46 2.69 3.05 -0.963
C -0.97 2.79 2.93 0.701
O -0.21 1.96 3.44 -0.701
N -0.45 3.84 2.24 -0.156
C -1.17 4.91 1.59 -0.626
H -2.73 1.80 3.62 0.321
H -2.86 3.56 3.56 0.289
H -2.91 2.60 2.05 0.211
H 0.56 3.85 2.21 0.226
H -0.90 4.90 0.53 0.239
H -0.85 5.86 2.03 0.289
H -2.25 4.81 1.69 0.186
C -7.38 4.60 1.87 -1.431
C -6.06 4.61 2.58 0.841
O -5.03 4.20 2.05 -0.569
N -6.01 5.11 3.84 -0.135
C -7.10 5.64 4.63 -0.891
H -7.26 4.18 0.87 0.263
H -8.09 3.98 2.42 0.385
H -7.77 5.62 1.77 0.394
H -5.09 5.09 4.25 0.205
H -6.86 6.67 4.90 0.290
H -7.19 5.04 5.55 0.291
H -8.05 5.61 4.10 0.349
C 8.08 -5.76 3.51 -1.336
C 6.97 -4.96 2.88 0.817
O 5.84 -4.96 3.33 -0.614
N 7.27 -4.23 1.77 -0.134
C 8.54 -4.11 1.10 -0.858
H 7.70 -6.29 4.38 0.296
H 8.47 -6.49 2.80 0.366
H 8.89 -5.09 3.84 0.366
H 6.48 -3.72 1.40 0.203
H 8.83 -3.05 1.10 0.296
H 8.42 -4.44 0.06 0.285
H 9.32 -4.69 1.57 0.328
```

Calculated values
HOMO level	-8.9	eV
LUMO level	-0.0832	Eh
ΔE to the lowest compared entry with this formula, charge and spin	334.8	kJ/mol
frontier orbital gap	0.24531	Ha
SMILES string	O=C1OC(=O)C(S(=O)(=O)C(F)(F)C(F)(F)F)=C1I.CNC(C)=O.CNC(C)=O.CNC(C)=O.CNC(C)=O.CNC(C)=O

Molecular formula: C21H35F5NiO4S2Si
Method: DFT, wB97M-V/def2-TZVPD

The geometry in XYZ format:
```
69
Properties=species:S:1:pos:R:3:mulliken_spin:R:1
Ni -0.24 0.14 0.74 1.706
C -3.05 1.69 0.03 0.018
C -2.12 2.19 -1.06 -0.014
C -1.98 3.70 -1.02 0.000
C -2.59 1.72 -2.43 0.000
O -0.83 1.58 -0.77 -0.087
Si 0.71 1.74 -1.48 0.059
S 1.72 0.25 -0.51 0.144
O 0.45 1.54 -3.08 0.015
C 1.34 1.41 -4.19 -0.001
C 2.60 2.24 -3.98 -0.002
C 0.57 1.90 -5.41 0.000
C 1.70 -0.07 -4.33 0.002
O 1.26 3.26 -1.30 -0.008
C 1.92 3.97 -0.23 -0.014
C 1.62 5.44 -0.48 0.000
C 1.37 3.53 1.12 0.022
C 3.41 3.68 -0.33 0.005
H -4.08 1.98 -0.21 -0.001
H -2.79 2.12 0.99 -0.006
H -3.01 0.60 0.10 0.011
H -2.95 4.16 -1.18 0.000
H -1.29 4.06 -1.79 0.000
H -1.60 4.02 -0.05 0.000
H -3.58 2.13 -2.62 0.001
H -2.65 0.63 -2.46 0.000
H -1.92 2.04 -3.22 0.000
H 2.34 3.28 -3.76 -0.001
H 3.21 2.22 -4.89 0.000
H 3.20 1.86 -3.16 0.003
H 0.34 2.96 -5.31 0.000
H -0.36 1.34 -5.51 0.000
H 1.15 1.75 -6.32 0.000
H 2.16 -0.43 -3.41 0.001
H 2.39 -0.23 -5.16 0.000
H 0.79 -0.65 -4.52 0.000
H 0.55 5.63 -0.39 0.000
H 1.94 5.73 -1.48 0.000
H 2.15 6.06 0.25 0.000
H 0.29 3.65 1.16 -0.003
H 1.81 4.15 1.91 0.000
H 1.62 2.49 1.33 0.003
H 3.80 4.02 -1.30 0.000
H 3.60 2.61 -0.23 0.000
H 3.96 4.20 0.46 0.000
F 1.41 0.26 3.10 0.001
C 0.26 -0.33 2.64 0.068
F 0.25 -1.62 3.11 0.002
C -0.92 0.41 3.31 0.024
F -0.93 0.59 4.62 0.003
F -2.07 -0.18 2.94 0.008
F -0.93 1.64 2.71 0.007
C -1.93 -3.24 -1.72 0.003
S -0.72 -1.98 -1.41 -0.004
O -1.29 -1.34 -0.14 0.036
C 0.64 -2.99 -0.90 0.004
C 1.61 -3.29 -1.84 0.001
C 2.69 -4.07 -1.45 0.000
C 2.80 -4.50 -0.14 0.000
C 1.82 -4.17 0.80 0.001
C 0.73 -3.41 0.42 -0.005
H -2.05 -3.84 -0.82 0.000
H -1.58 -3.86 -2.55 0.001
H -2.86 -2.74 -1.99 0.001
H 1.54 -2.90 -2.85 0.000
H 3.47 -4.31 -2.17 0.000
H 3.65 -5.08 0.17 0.000
H 1.92 -4.48 1.82 0.000
H -0.02 -3.11 1.14 -0.002
```

Calculated values
HOMO level (alpha / beta)	-8.2 / -8.3	eV
spin multiplicity	3
expectation value of S²	2.0062
LUMO level (alpha / beta)	0.0093 / 0.0028	Eh
ΔE to the lowest compared entry with this formula, charge and spin	36.8	kJ/mol
frontier orbital gap (alpha / beta)	0.31045 / 0.30915	Ha

Molecular formula: C21H35NOP2RuTe
Method: DFT, wB97M-V/def2-TZVPD

The geometry in XYZ format:
```
62
Properties=species:S:1:pos:R:3:mulliken_spin:R:1
Ru 0.40 0.30 -0.41 1.914
P 0.10 2.55 0.32 0.225
P 0.72 -2.14 -0.26 0.129
N 2.11 0.44 -0.71 0.931
H -0.88 1.19 -0.91 0.092
C 1.19 3.05 1.60 -0.003
H 0.91 4.06 1.96 0.003
H 2.21 3.07 1.21 0.002
H 1.16 2.34 2.45 0.001
C -1.54 3.17 0.70 0.026
H -1.50 4.22 1.05 0.000
H -2.01 2.58 1.50 0.003
H -2.23 3.13 -0.16 0.007
C 0.65 3.41 -1.17 0.055
H 0.34 4.47 -1.13 0.011
H 0.23 2.94 -2.07 -0.020
H 1.74 3.35 -1.22 -0.014
C 2.09 -2.76 0.77 0.011
H 2.42 -3.75 0.42 -0.002
H 1.77 -2.80 1.82 0.005
H 2.94 -2.05 0.70 0.006
C -0.55 -3.42 -0.01 0.023
H -0.05 -4.41 -0.06 0.001
H -1.32 -3.36 -0.80 -0.002
H -1.03 -3.31 0.97 -0.007
C 1.33 -2.48 -1.94 0.036
H 1.50 -3.58 -2.05 0.002
H 2.30 -1.96 -2.10 -0.009
H 0.60 -2.14 -2.68 -0.005
C 3.02 0.78 -1.67 -0.174
C 5.28 1.50 -2.26 -0.093
C 4.35 1.14 -1.30 0.178
C 2.65 0.80 -3.06 0.310
C 3.58 1.17 -4.03 -0.071
C 4.89 1.50 -3.62 0.171
H 6.31 1.79 -1.95 -0.004
H 4.55 1.10 -0.21 0.006
H 1.62 0.53 -3.31 0.004
H 3.29 1.19 -5.10 -0.004
H 5.63 1.77 -4.38 0.014
C -0.44 -1.05 3.53 0.005
O 0.67 -1.36 3.02 0.014
C -0.59 0.30 4.32 0.000
H -1.66 0.62 4.30 0.000
H -0.14 1.11 3.61 0.009
H -0.18 0.31 5.35 -0.002
C -1.76 -1.67 2.95 0.000
H -1.91 -2.77 3.09 0.000
H -1.84 -1.36 1.87 0.056
H -2.56 -1.08 3.42 -0.002
Te -1.49 0.04 -2.04 0.083
C -3.19 -0.56 -0.84 0.074
C -3.57 -1.88 -1.03 0.010
C -4.65 -2.40 -0.30 0.005
C -5.33 -1.57 0.59 0.001
C -4.96 -0.23 0.75 -0.005
C -3.88 0.29 0.03 0.020
H -3.03 -2.49 -1.77 0.003
H -4.95 -3.43 -0.45 0.001
H -6.18 -1.97 1.16 0.001
H -5.53 0.43 1.43 -0.001
H -3.58 1.34 0.11 -0.028
```

Calculated values
HOMO level (alpha / beta)	-5.2 / -6.8	eV
spin multiplicity	5
expectation value of S²	6.0460
LUMO level (alpha / beta)	0.0190 / -0.0089	Eh
frontier orbital gap (alpha / beta)	0.21023 / 0.24078	Ha

Please write out number 6 again, unchanged.
Molecular formula: C21H35NOP2RuTe
Method: DFT, wB97M-V/def2-TZVPD

The geometry in XYZ format:
```
62
Properties=species:S:1:pos:R:3:mulliken_spin:R:1
Ru 0.40 0.30 -0.41 1.914
P 0.10 2.55 0.32 0.225
P 0.72 -2.14 -0.26 0.129
N 2.11 0.44 -0.71 0.931
H -0.88 1.19 -0.91 0.092
C 1.19 3.05 1.60 -0.003
H 0.91 4.06 1.96 0.003
H 2.21 3.07 1.21 0.002
H 1.16 2.34 2.45 0.001
C -1.54 3.17 0.70 0.026
H -1.50 4.22 1.05 0.000
H -2.01 2.58 1.50 0.003
H -2.23 3.13 -0.16 0.007
C 0.65 3.41 -1.17 0.055
H 0.34 4.47 -1.13 0.011
H 0.23 2.94 -2.07 -0.020
H 1.74 3.35 -1.22 -0.014
C 2.09 -2.76 0.77 0.011
H 2.42 -3.75 0.42 -0.002
H 1.77 -2.80 1.82 0.005
H 2.94 -2.05 0.70 0.006
C -0.55 -3.42 -0.01 0.023
H -0.05 -4.41 -0.06 0.001
H -1.32 -3.36 -0.80 -0.002
H -1.03 -3.31 0.97 -0.007
C 1.33 -2.48 -1.94 0.036
H 1.50 -3.58 -2.05 0.002
H 2.30 -1.96 -2.10 -0.009
H 0.60 -2.14 -2.68 -0.005
C 3.02 0.78 -1.67 -0.174
C 5.28 1.50 -2.26 -0.093
C 4.35 1.14 -1.30 0.178
C 2.65 0.80 -3.06 0.310
C 3.58 1.17 -4.03 -0.071
C 4.89 1.50 -3.62 0.171
H 6.31 1.79 -1.95 -0.004
H 4.55 1.10 -0.21 0.006
H 1.62 0.53 -3.31 0.004
H 3.29 1.19 -5.10 -0.004
H 5.63 1.77 -4.38 0.014
C -0.44 -1.05 3.53 0.005
O 0.67 -1.36 3.02 0.014
C -0.59 0.30 4.32 0.000
H -1.66 0.62 4.30 0.000
H -0.14 1.11 3.61 0.009
H -0.18 0.31 5.35 -0.002
C -1.76 -1.67 2.95 0.000
H -1.91 -2.77 3.09 0.000
H -1.84 -1.36 1.87 0.056
H -2.56 -1.08 3.42 -0.002
Te -1.49 0.04 -2.04 0.083
C -3.19 -0.56 -0.84 0.074
C -3.57 -1.88 -1.03 0.010
C -4.65 -2.40 -0.30 0.005
C -5.33 -1.57 0.59 0.001
C -4.96 -0.23 0.75 -0.005
C -3.88 0.29 0.03 0.020
H -3.03 -2.49 -1.77 0.003
H -4.95 -3.43 -0.45 0.001
H -6.18 -1.97 1.16 0.001
H -5.53 0.43 1.43 -0.001
H -3.58 1.34 0.11 -0.028
```

Calculated values
HOMO level (alpha / beta)	-5.2 / -6.8	eV
spin multiplicity	5
expectation value of S²	6.0460
LUMO level (alpha / beta)	0.0190 / -0.0089	Eh
frontier orbital gap (alpha / beta)	0.21023 / 0.24078	Ha